The following is a quantum chemistry calculation of a molecular structure, C6H12BrCoO6, from OMol25.

The geometry in XYZ format:
```
26
Properties=species:S:1:pos:R:3:forces:R:3:nbo_charge:R:1
Co 0.5234 0.4815 -1.3095 -2.0 -2.0 -0.4 1.499
Br -1.6927 -0.2101 -0.4922 1.8 0.8 -0.5 -0.556
C -2.2435 1.9622 2.5813 -0.7 1.2 -1.2 -0.261
O -1.6790 2.1289 3.8587 0.3 -0.5 0.1 -0.486
C -0.6088 2.9292 3.8981 -0.7 0.0 0.2 0.983
O -0.2184 3.6230 3.0081 0.5 0.3 -0.9 -0.650
O -0.1160 2.8550 5.1071 0.1 -0.7 1.2 -0.479
C 1.0415 3.5890 5.4067 1.4 1.0 -0.2 -0.266
H -2.6262 2.9226 2.2106 -0.1 -0.1 0.3 0.191
H -3.0906 1.2867 2.6340 0.2 -0.3 0.3 0.204
H -1.5428 1.6826 1.7928 0.2 -0.5 0.5 0.171
H 1.9723 3.1131 5.0773 -0.4 -0.4 -0.3 0.181
H 1.1704 3.7061 6.4800 -0.6 -0.1 0.0 0.207
H 1.0307 4.5695 4.9268 -0.2 0.0 0.1 0.203
C 2.4590 -3.3904 -4.6725 0.2 -1.1 -1.1 -0.271
O 2.1043 -2.2179 -3.9519 0.4 1.0 0.3 -0.458
C 0.9448 -2.0514 -3.3901 0.3 -1.2 -0.8 1.066
O 0.7414 -1.0721 -2.6800 -0.3 1.5 1.1 -0.826
O 0.0954 -3.0019 -3.6698 0.2 0.0 0.0 -0.462
C -1.2358 -2.9917 -3.1525 -1.0 1.3 1.0 -0.280
H 3.5046 -3.3242 -4.9659 0.1 0.3 0.7 0.224
H 1.9710 -3.4872 -5.6452 -0.6 0.3 0.4 0.210
H 2.2703 -4.2762 -4.0731 0.1 0.0 0.0 0.208
H -1.9486 -3.0244 -3.9691 0.2 -0.5 -0.2 0.221
H -1.4371 -2.0551 -2.6232 0.2 0.0 -0.2 0.210
H -1.3895 -3.7470 -2.3866 0.3 -0.5 -0.5 0.218
```
Positions in Å, forces in eV/Å.

Relative energy (zero: lowest compared OMol25 entry of this formula, charge and spin) (kJ/mol): 168.27
<S²>: 3.76
Net charge: +1
Kohn-Sham gap (alpha / beta) (eV): 6.864 / 6.332
Multiplicity: 4
Calculated total energy (eV): -126362.91118